No. 1
This record from the OMol25 dataset describes C30H46ClCoN6O4SSi4Te as an isolated structure in a non-equilibrium geometry. The level of theory is the ωB97M-V functional and the def2-TZVPD basis.

```
94
Properties=species:S:1:pos:R:3
Co 1.022 2.149 2.056
C -0.355 6.080 5.270
C 0.950 6.582 4.643
N 1.952 5.510 4.502
C 1.893 4.474 3.625
S 0.757 4.448 2.354
N 2.682 3.360 3.856
N 2.536 2.321 3.108
C 3.519 1.271 3.534
C 4.907 1.915 3.509
C 1.956 -0.485 2.543
C 1.696 -1.868 2.509
C 0.374 -2.333 2.503
C -0.674 -1.430 2.638
C -0.367 -0.054 2.722
N 0.884 0.370 2.467
H -1.140 6.824 5.386
H -0.161 5.789 6.332
H -0.727 5.153 4.842
H 1.404 7.338 5.269
H 0.815 7.019 3.713
H 2.695 5.357 5.196
H 5.071 2.537 4.426
H 4.976 2.604 2.687
H 5.645 1.126 3.411
H 2.508 -2.568 2.365
H 0.275 -3.387 2.301
H -1.726 -1.669 2.588
H -1.101 0.742 2.931
O 1.633 3.590 -3.256
C 2.824 3.172 -2.774
O 3.829 3.460 -3.382
C 2.784 2.375 -1.550
C 3.841 1.750 -0.873
Cl 5.337 1.503 -1.589
N 3.421 1.180 0.293
N 2.055 1.528 0.440
C 1.660 2.206 -0.636
C 0.215 2.446 -0.619
O -0.434 2.804 -1.626
O -0.289 2.348 0.525
C 4.068 0.296 1.168
C 3.425 0.056 2.585
C 4.315 -1.003 3.329
C 5.548 -1.470 2.878
C 5.935 -1.201 1.526
C 5.148 -0.442 0.719
H 0.785 3.311 -2.699
H 3.264 0.964 4.555
H 3.965 -1.294 4.327
H 6.314 -1.944 3.490
H 6.899 -1.641 1.180
H 5.140 -0.490 -0.378
C -4.026 -3.972 0.392
Si -4.498 -3.164 -1.186
C -5.969 -2.051 -0.738
C -4.937 -4.461 -2.503
Si -2.825 -1.860 -2.154
Te -1.752 -0.240 -0.699
Si -0.959 -3.168 -2.947
C -1.522 -4.116 -4.459
C 0.435 -2.023 -3.486
C -0.373 -4.406 -1.651
Si -3.559 -0.354 -3.757
C -5.209 0.470 -3.158
C -3.803 -1.269 -5.373
C -2.218 0.947 -3.890
H -4.893 -4.521 0.772
H -3.711 -3.221 1.155
H -3.187 -4.676 0.355
H -6.475 -2.653 0.006
H -6.607 -1.924 -1.608
H -5.743 -1.053 -0.321
H -5.864 -5.017 -2.165
H -4.110 -5.175 -2.687
H -5.124 -3.920 -3.380
H -2.466 -4.658 -4.334
H -0.769 -4.921 -4.682
H -1.675 -3.504 -5.318
H 1.387 -2.206 -2.887
H 0.255 -0.949 -3.335
H 0.808 -2.178 -4.558
H -0.947 -5.336 -1.803
H -0.278 -4.118 -0.575
H 0.653 -4.709 -1.860
H -6.121 -0.100 -3.196
H -5.314 1.375 -3.806
H -5.125 0.868 -2.151
H -4.609 -1.985 -5.270
H -2.883 -1.733 -5.765
H -4.127 -0.480 -5.991
H -2.162 1.344 -4.946
H -1.177 0.608 -3.705
H -2.470 1.833 -3.244
```

Properties
⟨S²⟩: 6.350
HOMO energy (spin up / spin down), eV: -7.2 / -7.2
Total energy, eV: -148774.071
Orbital gap (spin up / spin down), eV: 6.8 / 5.6
Multiplicity: 5
Energy relative to the best compared isomer or geometry (same formula, charge and spin), kJ/mol: 405.3
LUMO (spin up / spin down), eV: -0.404 / -1.612

***

No. 2
This record from the OMol25 dataset describes C23H26BaClIN4O4Te as an isolated structure in a non-equilibrium geometry. The level of theory is the ωB97M-V functional and the def2-TZVPD basis.

```
61
Properties=species:S:1:pos:R:3
Ba 0.449 -0.127 -0.555
C 7.552 -0.508 1.339
O 6.932 -0.305 2.585
C 5.559 -0.323 2.608
C 4.983 -0.080 3.870
C 3.617 -0.080 3.967
C 2.756 -0.291 2.876
C 1.318 -0.184 3.040
C 0.680 -0.310 4.418
O 0.522 0.014 2.126
C 3.336 -0.552 1.582
O 2.670 -0.786 0.540
C 4.775 -0.555 1.512
H 8.625 -0.430 1.511
H 7.249 0.250 0.609
H 7.322 -1.496 0.929
H 5.616 0.108 4.726
H 3.189 0.128 4.939
H 1.370 -0.411 5.251
H 0.051 -1.199 4.380
H 0.023 0.545 4.578
H 5.187 -0.758 0.534
Cl -0.212 6.545 -4.847
C -0.075 4.915 -4.194
C 0.151 3.877 -5.057
C 0.262 2.580 -4.570
I 0.627 0.995 -5.915
C 0.144 2.230 -3.209
O 0.211 1.055 -2.765
C -0.069 3.371 -2.310
N -0.129 3.091 -0.993
C -0.309 4.073 -0.137
C -0.457 5.408 -0.527
C -0.395 5.723 -1.857
C -0.186 4.702 -2.805
H 0.241 4.075 -6.116
H -0.347 3.785 0.909
H -0.616 6.180 0.215
H -0.500 6.747 -2.191
Te -2.420 -1.602 -1.008
C -1.343 -3.146 2.959
N -1.309 -4.147 1.913
C -2.632 -4.532 1.450
C -0.253 -4.058 1.033
N 0.702 -3.224 1.258
N -0.286 -5.009 -0.006
C -0.114 -6.377 0.411
C 0.407 -4.645 -1.218
H -2.065 -3.457 3.719
H -1.648 -2.174 2.547
H -0.355 -3.047 3.402
H -3.224 -3.645 1.205
H -3.123 -5.128 2.229
H -2.560 -5.103 0.530
H 1.475 -3.377 0.617
H -0.768 -6.596 1.255
H 0.924 -6.606 0.716
H -0.374 -7.046 -0.413
H 1.507 -4.694 -1.130
H 0.074 -3.644 -1.505
H 0.099 -5.332 -2.010
```

Properties
Net charge: -2
HOMO energy, eV: 0.6
Total energy, eV: -67036.524
Orbital gap, eV: 3.2
Energy relative to the best compared isomer or geometry (same formula, charge and spin), kJ/mol: 122.7
LUMO, eV: 3.848

***

No. 3
This record from the OMol25 dataset describes C32H44N7O2S2Sc as an isolated structure. The level of theory is the ωB97M-V functional and the def2-TZVPD basis.

```
88
Properties=species:S:1:pos:R:3
Sc -0.027 0.680 0.922
C -2.061 -2.838 0.186
C -1.606 -2.585 -1.252
C -0.930 -1.236 -1.517
N 0.153 -0.923 -0.586
C 1.312 -1.531 -0.723
C 1.640 -2.347 -1.838
C 2.671 -3.236 -2.067
C 3.707 -3.642 -1.241
C 3.966 -3.110 0.011
C 3.382 -2.046 0.671
C 2.314 -1.179 0.321
N 2.051 -0.060 0.957
C 3.007 0.428 1.935
C 2.672 -0.030 3.354
C 1.418 0.661 3.876
N 0.200 0.321 3.144
C -0.727 -0.380 3.757
C -0.500 -1.110 4.958
C -1.369 -1.595 5.909
C -2.753 -1.495 5.980
C -3.555 -1.009 4.965
C -3.239 -0.613 3.675
C -2.006 -0.480 3.002
N -1.866 -0.283 1.703
C -3.020 -0.533 0.842
C -3.270 -2.032 0.664
H -1.222 -2.668 0.865
H -2.308 -3.900 0.276
H -2.468 -2.661 -1.926
H -0.921 -3.387 -1.540
H -1.650 -0.425 -1.466
H -0.572 -1.210 -2.550
H 0.920 -2.299 -2.643
H 2.627 -3.725 -3.036
H 4.352 -4.436 -1.596
H 4.782 -3.572 0.558
H 3.839 -1.825 1.626
H 2.976 1.522 1.916
H 4.026 0.149 1.658
H 3.504 0.225 4.018
H 2.550 -1.116 3.383
H 1.574 1.737 3.766
H 1.298 0.481 4.944
H 0.545 -1.304 5.162
H -0.887 -2.096 6.743
H -3.237 -1.848 6.881
H -4.619 -0.980 5.182
H -4.105 -0.390 3.066
H -2.841 -0.053 -0.113
H -3.926 -0.052 1.221
H -4.105 -2.165 -0.034
H -3.602 -2.444 1.621
C -2.662 4.240 -0.515
O -1.820 3.409 0.288
C -1.522 2.167 -0.208
O -2.039 1.879 -1.292
H -2.812 5.154 0.056
H -3.616 3.756 -0.715
H -2.183 4.469 -1.468
S -0.129 4.980 3.026
C 1.015 5.100 1.761
C 1.235 3.875 1.226
N 0.522 2.854 1.809
C -0.228 3.307 2.774
H 1.461 6.037 1.475
H 1.888 3.662 0.397
H -0.872 2.667 3.362
C -1.698 0.365 -4.863
C -0.656 1.449 -4.637
N -0.074 1.399 -3.303
C 1.216 1.381 -2.969
S 1.742 1.931 -1.456
N 2.152 0.937 -3.851
C 1.988 -0.205 -4.751
C 2.407 0.095 -6.180
H -2.186 0.500 -5.829
H -2.462 0.409 -4.086
H -1.254 -0.632 -4.840
H -1.126 2.430 -4.751
H 0.140 1.406 -5.376
H -0.703 1.674 -2.547
H 3.069 1.014 -3.441
H 0.957 -0.548 -4.696
H 2.593 -1.025 -4.355
H 1.843 0.928 -6.601
H 2.258 -0.780 -6.814
H 3.464 0.363 -6.220
```

Properties
HOMO energy, eV: -6.7
Total energy, eV: -90797.113
Orbital gap, eV: 7.1
Energy relative to the best compared isomer or geometry (same formula, charge and spin), kJ/mol: 15.3
LUMO, eV: 0.468

***

No. 4
This record from the OMol25 dataset describes C48H48BCdN12OPS as an isolated structure in a non-equilibrium geometry. The level of theory is the ωB97M-V functional and the def2-TZVPD basis.

```
113
Properties=species:S:1:pos:R:3
Cd -0.511 -0.460 0.233
C 2.939 0.458 0.335
C 1.881 1.503 0.515
C 2.278 2.944 0.300
C 0.826 3.504 0.538
N -0.129 2.436 0.001
N 0.755 1.389 -0.430
B -3.032 2.164 0.086
N -3.430 1.116 -0.784
C -4.005 1.326 -2.026
C -3.382 0.605 -2.966
C -2.511 -0.410 -2.319
C -1.687 -1.762 -4.155
N -2.502 0.053 -0.882
N -2.345 1.657 2.712
C -0.928 1.546 3.361
C -0.610 0.071 3.298
C -1.953 -0.537 3.078
C -2.240 -2.027 3.108
N -2.837 0.295 2.678
N -3.512 3.570 0.087
C -4.044 4.778 -0.559
C -3.454 5.924 -0.203
C -2.288 5.983 0.614
C -1.502 7.291 0.642
N -1.748 4.905 1.173
H 3.562 0.271 1.173
H 2.409 -0.458 0.089
H 3.573 0.771 -0.518
H 3.075 3.315 0.992
H 0.739 4.483 0.053
H -4.767 2.101 -2.005
H -3.525 0.866 -4.016
H -2.328 -1.170 -4.739
H -0.867 -1.989 -4.781
H -2.210 -2.679 -3.883
H -1.091 2.134 4.267
H -0.105 -0.326 4.167
H -1.393 -2.540 3.523
H -3.163 -2.388 3.639
H -2.344 -2.315 2.048
H -4.722 4.514 -1.320
H -3.901 6.851 -0.532
H -0.892 7.448 -0.214
H -2.218 8.127 0.836
H -0.845 7.293 1.498
S 2.501 1.248 3.389
C 2.539 -0.486 3.494
C 1.488 -1.061 2.933
C 0.526 -0.138 2.241
C 1.223 1.226 1.978
C -0.033 2.179 2.241
C 0.333 3.686 2.030
C -0.651 4.789 2.081
C -2.724 3.773 1.256
C -2.139 2.288 1.348
N -0.786 1.846 1.058
H 3.506 -0.965 3.557
H 1.360 -2.083 2.700
H 1.183 3.931 2.697
H -0.225 5.717 2.196
H -3.374 3.910 2.105
H -3.078 2.113 3.296
O 1.282 -4.908 0.746
N 0.335 -3.891 0.396
C 0.411 -3.654 -0.861
C -0.652 -2.846 -1.429
C -1.941 -3.363 -1.024
C -3.084 -2.683 -0.911
C -3.279 -1.329 -1.386
C -1.218 -0.900 -2.980
C -0.306 -1.576 -2.000
P 1.471 -1.298 -2.388
C 1.716 -1.478 -4.206
C 2.152 -2.714 -4.666
C 2.360 -2.909 -6.020
C 1.955 -1.887 -6.892
C 1.330 -0.698 -6.476
C 1.317 -0.501 -5.128
C 1.821 0.473 -2.460
C 3.062 0.989 -2.628
C 3.044 2.450 -2.459
C 2.536 3.264 -1.166
C 1.623 2.920 -2.301
C 0.902 1.556 -1.907
H 1.398 -4.734 1.677
H 1.296 -3.976 -1.414
H -1.970 -4.394 -0.700
H -4.025 -3.161 -0.758
H -4.335 -0.997 -1.332
H -0.704 -0.006 -3.374
H 2.428 -3.469 -3.957
H 2.791 -3.904 -6.235
H 1.958 -2.102 -7.969
H 1.027 -0.057 -7.211
H 0.871 0.486 -4.826
H 3.942 0.496 -2.870
H 3.824 3.045 -2.947
H 3.017 4.199 -1.309
H 1.103 3.592 -2.993
H -0.107 1.472 -2.315
C 3.666 -7.364 5.349
N 2.759 -6.392 4.836
C 1.587 -5.956 5.450
C 0.892 -5.260 4.422
N 1.662 -5.276 3.322
C 2.703 -6.027 3.542
H 4.014 -7.042 6.388
H 4.568 -7.440 4.753
H 3.224 -8.357 5.373
H 1.431 -6.092 6.468
H -0.052 -4.738 4.574
H 3.520 -6.171 2.891
```

Properties
Net charge: +1
⟨S²⟩: 0.767
HOMO energy (spin up / spin down), eV: -7.8 / -9.1
Total energy, eV: -95827.984
Orbital gap (spin up / spin down), eV: 4.9 / 6.2
Multiplicity: 2
Energy relative to the best compared isomer or geometry (same formula, charge and spin), kJ/mol: 1452.2
LUMO (spin up / spin down), eV: -2.860 / -2.865

***

What is the energy relative to the best compared isomer or geometry (same formula, charge and spin) in the second record?
122.7 kJ/mol